C37H75FN4O14P3 | the ωB97M-V functional and the def2-TZVPD basis

```
134
Properties=species:S:1:pos:R:3:forces:R:3:mulliken_charge:R:1
C 6.177311 3.408865 3.900407 0.683 -0.588 -0.003 -0.94
C 6.388662 3.093014 2.318393 -0.765 0.711 0.254 -0.52
C 5.084020 3.523694 1.429482 0.990 0.613 0.476 -0.79
C 4.053829 2.314043 1.204907 0.548 -0.505 0.602 0.21
C 3.124246 2.219818 2.512627 1.565 0.182 0.239 -0.20
N 1.817390 1.519624 2.311578 -0.512 0.845 -2.350 -0.09
C 1.257249 1.789425 0.957284 -0.564 -0.220 0.270 -0.36
N 0.066089 2.381466 0.822306 1.881 -1.303 0.337 0.28
C -0.785170 2.853595 1.951492 -1.803 1.299 1.196 -0.40
C -2.315615 2.383298 1.881341 -0.952 -0.444 -0.525 -0.41
C -3.140321 2.619170 3.260823 -0.538 0.396 -0.583 -0.69
N -2.692499 3.799238 4.052120 0.772 -0.852 0.067 -0.34
C -1.815962 3.437762 5.200166 0.033 0.853 1.668 -0.19
C -1.003872 4.697559 5.804962 1.665 2.659 1.411 0.42
C -1.338376 5.237484 7.247606 2.563 1.595 -1.904 -0.72
C -0.583330 6.460590 7.864360 0.649 -1.112 -3.035 -0.48
C 0.515021 7.207800 7.068033 -1.450 -3.061 -2.102 -0.39
C 0.882594 6.689478 5.657822 -2.694 -1.702 1.841 -0.41
C 0.130028 5.443828 5.058071 -0.127 1.272 2.930 0.20
O 0.573512 5.034157 3.747242 -0.267 -0.237 1.426 -0.44
N 2.102240 1.367847 -0.166354 -0.338 1.295 3.655 0.31
F 1.434767 1.365026 -1.356929 -0.465 0.955 -0.499 -0.21
C 3.255451 2.360217 -0.182754 1.574 0.630 -1.104 -0.43
C 2.826446 3.830230 -0.673525 0.265 0.664 -0.893 -0.52
C 3.739652 4.243656 -1.953320 2.883 -0.576 -0.407 -0.10
O 4.978666 4.036159 -2.016379 -4.477 0.509 0.716 -0.45
H 6.697837 4.388391 4.217019 -1.007 -1.496 -0.638 0.31
H 5.078430 3.443544 4.206260 1.464 0.028 -0.449 0.22
H 6.677658 2.571604 4.508793 -0.773 1.282 -0.800 0.29
H 7.269434 3.745106 1.969846 -1.276 -1.323 0.382 0.33
H 6.588805 1.981917 2.132197 -0.019 1.622 0.320 0.30
H 4.610031 4.401678 2.020117 0.398 -1.428 -1.088 0.28
H 5.503006 3.982562 0.472593 -0.903 -0.941 0.973 0.30
H 4.686213 1.344738 1.181870 -1.106 1.486 -0.112 0.38
H 3.733457 1.635224 3.302081 -1.193 0.936 -1.200 0.26
H 3.006640 3.280678 2.941030 -0.297 -1.565 -0.704 -0.20
H 1.877587 0.503951 2.476429 0.055 0.665 -0.414 0.36
H -0.303106 2.566651 -0.134247 0.516 -0.340 0.859 0.44
H -0.394494 2.606171 2.990548 0.039 0.058 -1.852 0.06
H -0.797151 4.008837 1.884387 0.271 -1.900 0.070 0.24
H -2.459705 1.273548 1.615851 0.586 1.551 0.291 0.24
H -2.901156 2.965976 1.069180 1.233 -0.835 1.145 0.26
H -3.158246 1.677342 3.925916 0.176 1.550 -1.046 0.34
H -4.226293 2.842161 2.928405 1.689 -0.664 0.546 0.29
H -2.306263 4.553193 3.470984 -0.169 -0.571 0.452 0.32
H -1.123908 2.539934 5.018884 -0.658 1.255 0.045 0.26
H -2.524667 3.112420 6.057619 1.233 0.389 -1.300 0.34
H -2.148773 4.687420 7.844757 1.401 1.054 -0.979 0.26
H -0.837981 6.823677 8.919351 0.330 -0.706 -1.814 0.32
H 1.086477 8.128567 7.447382 -1.177 -1.690 -0.408 0.31
H 1.695577 7.205356 5.024081 -1.528 -1.013 1.139 0.31
H 1.288994 4.360875 3.818817 -0.786 0.744 0.340 0.13
H 3.978047 1.952520 -0.988862 -1.166 0.618 1.374 0.70
H 2.980564 4.655199 0.113846 -0.130 -1.383 -1.016 0.32
H 1.741076 3.919914 -1.023336 1.431 -0.352 0.529 0.31
H 3.258107 4.711618 -2.896784 0.240 -0.533 1.596 0.33
O -0.924495 -5.246986 -2.918548 4.297 0.739 0.894 -0.67
P -0.815348 -4.371963 -1.665359 -9.790 -0.053 0.328 1.22
O -1.849294 -5.279459 -0.749370 0.857 0.004 0.055 -0.39
C -1.363359 -6.497483 -0.201706 -0.013 -0.240 0.337 -0.31
C -0.487255 -6.243392 1.011192 0.171 0.030 0.063 -0.77
O -1.914935 -3.226480 -2.150462 1.468 0.464 0.031 -0.43
C -2.059415 -2.901137 -3.528725 -0.372 -0.097 -0.413 -0.31
C -3.272266 -3.603843 -4.108428 -0.150 -0.148 0.007 -1.30
O -0.614813 -3.400420 -0.262266 3.249 -1.214 -1.373 -0.31
C 0.557099 -2.582567 -0.245370 0.064 0.478 0.119 -0.29
C 0.476947 -1.452631 -1.253818 0.039 0.008 -0.151 -0.66
H -0.820398 -7.065726 -0.963675 -0.060 -0.027 -0.022 0.22
H -2.233651 -7.087750 0.094845 -0.011 0.142 -0.138 0.35
H 0.439569 -5.736920 0.722053 0.033 -0.081 0.051 0.03
H -0.222894 -7.182359 1.502688 0.003 0.037 -0.049 0.42
H -0.995992 -5.596686 1.729659 -0.024 -0.103 -0.072 0.26
H -1.150972 -3.138271 -4.089049 -0.122 -0.123 0.042 0.39
H -2.200873 -1.818147 -3.597721 0.025 -0.014 0.173 0.36
H -3.220317 -4.685262 -3.960388 0.176 0.111 -0.064 0.31
H -3.363395 -3.402734 -5.178506 -0.003 0.015 0.061 0.38
H -4.182789 -3.263691 -3.608652 0.084 0.072 -0.058 0.31
H 1.436375 -3.206792 -0.428507 0.122 0.151 0.142 0.22
H 0.645399 -2.169332 0.763757 -0.091 -0.180 0.011 0.27
H 0.516993 -1.836390 -2.277441 0.001 0.080 0.013 0.37
H 1.308449 -0.759939 -1.123889 -0.023 -0.326 -0.021 0.20
H -0.462090 -0.901240 -1.151293 0.051 -0.105 0.040 0.18
O -4.709911 4.541538 -2.123395 0.289 4.089 -1.624 -0.73
P -6.130713 5.017768 -2.449906 -3.576 -8.488 3.275 1.09
O -6.773839 4.689643 -0.961368 0.353 0.782 -0.210 -0.36
C -6.507796 5.598255 0.097281 -0.225 0.170 0.272 -0.28
C -7.369648 6.842028 -0.017038 -0.011 0.175 -0.055 -1.02
O -6.603267 3.610992 -3.194282 0.352 0.944 -0.904 -0.35
C -5.661770 2.818976 -3.908110 0.171 -0.409 0.075 -0.37
C -5.215374 1.643593 -3.058862 0.031 -0.124 0.179 -1.05
O -7.689110 5.590227 -2.882999 2.974 2.566 -0.320 -0.24
C -7.732456 6.452550 -4.025631 -0.439 0.193 -0.631 -0.33
C -7.436074 5.707694 -5.312337 0.116 -0.134 -0.142 -0.98
H -5.444608 5.859722 0.114475 0.029 -0.036 0.034 0.25
H -6.737536 5.080798 1.032229 0.024 -0.099 -0.147 0.33
H -7.090087 7.428933 -0.897601 -0.011 0.046 0.082 0.23
H -7.255200 7.476131 0.865007 0.018 -0.026 -0.048 0.41
H -8.422872 6.576029 -0.129658 0.114 -0.032 0.064 0.26
H -4.811690 3.419610 -4.242704 -0.021 -0.074 0.148 0.37
H -6.160458 2.446847 -4.807752 -0.112 0.095 0.082 0.39
H -4.809540 1.971717 -2.098320 0.040 0.120 -0.157 0.19
H -4.452895 1.056701 -3.577335 -0.060 -0.005 -0.010 0.35
H -6.064770 0.994048 -2.833319 0.051 0.031 -0.109 0.30
H -7.029571 7.277943 -3.882169 -0.155 0.114 -0.087 0.31
H -8.739245 6.875748 -4.069924 0.088 -0.083 0.187 0.35
H -6.391228 5.383682 -5.347543 -0.014 0.017 -0.065 0.25
H -7.618114 6.346498 -6.180342 0.025 -0.008 0.108 0.42
H -8.055929 4.811573 -5.397649 0.021 0.148 0.055 0.24
O 4.259320 -9.934137 -0.464916 -3.112 -0.961 -2.943 -0.72
P 4.347006 -9.035085 -1.702333 7.460 4.258 3.789 1.12
O 5.953976 -9.278105 -2.007110 -0.796 -0.271 -0.325 -0.36
C 6.341297 -10.500225 -2.619503 0.237 -0.206 -0.296 -0.33
C 6.045923 -10.486023 -4.108045 -0.123 -0.023 -0.132 -0.94
O 4.493319 -7.602170 -0.873741 -1.191 -0.133 -0.502 -0.38
C 3.877488 -7.437972 0.397261 0.211 -0.051 0.391 -0.14
C 4.901239 -7.616049 1.502490 0.173 -0.055 0.098 -1.30
O 4.312789 -8.063119 -3.116886 -2.321 -2.959 0.197 -0.26
C 3.015663 -7.849971 -3.682473 -0.340 0.496 -0.291 -0.67
C 2.156909 -6.956322 -2.809958 -0.231 0.061 0.109 -0.58
H 5.843921 -11.343625 -2.130401 0.054 0.008 0.045 0.28
H 7.416807 -10.613107 -2.462728 -0.108 0.119 0.120 0.33
H 4.966616 -10.471171 -4.290007 0.054 -0.067 -0.052 0.21
H 6.460933 -11.371530 -4.594577 -0.036 0.027 0.044 0.41
H 6.463187 -9.593019 -4.578735 0.026 -0.091 0.082 0.24
H 3.031566 -8.120106 0.518704 0.164 -0.044 0.038 0.40
H 3.473435 -6.421219 0.437946 0.045 0.026 -0.159 0.22
H 5.408183 -8.581234 1.430091 -0.222 0.016 -0.036 0.31
H 4.428964 -7.543399 2.485390 0.020 0.017 -0.038 0.38
H 5.677011 -6.849529 1.428323 -0.111 0.019 0.003 0.30
H 2.530219 -8.815677 -3.848530 -0.090 0.102 -0.165 0.34
H 3.163715 -7.378986 -4.657758 0.143 -0.114 0.096 0.38
H 1.887953 -7.460784 -1.876219 -0.045 0.021 0.002 0.08
H 1.230481 -6.686207 -3.323688 0.064 -0.060 0.042 0.42
H 2.691277 -6.040688 -2.541137 0.028 -0.107 -0.096 0.26
```
Forces are in eV/Å.

Summary:
HOMO energy: -10.8625 eV
LUMO: -4.02 eV
net charge: +1
Kohn-Sham gap: 6.8 eV